(1)
{"formula": "C15H18O", "method": "ωB97M-V/def2-TZVPD", "symbols": ["C", "C", "C", "C", "C", "C", "C", "C", "H", "H", "H", "H", "H", "H", "H", "H", "H", "H", "C", "C", "C", "C", "C", "C", "C", "O", "H", "H", "H", "H", "H", "H", "H", "H"], "positions_angstrom": [[-2.41063, 1.70559, 0.53920], [-1.32264, 2.48700, -0.16568], [-1.94005, 0.60034, 1.47086], [-1.21784, -0.51379, 0.93559], [-2.11781, 0.75668, 2.84786], [-0.87644, -1.62165, 1.81309], [-1.61974, -0.31775, 3.67991], [-1.01021, -1.43378, 3.17594], [-2.94683, 2.49749, 1.09815], [-3.31851, 1.66153, -0.07922], [-1.68132, 3.22945, -0.83313], [-0.76362, -0.58750, -0.02893], [-2.59153, 1.63008, 3.42901], [-0.52785, -2.53419, 1.38426], [-1.63730, -0.26385, 4.85413], [-0.87245, -2.31818, 3.83213], [-0.51803, 2.06075, -0.73115], [-0.60554, 2.98286, 0.63036], [0.67526, -1.62924, -3.69914], [0.83347, -0.04290, -1.88272], [1.48170, -1.18255, -2.45358], [1.45446, 0.73589, -0.92737], [2.60413, 0.17543, -0.44540], [2.60609, -1.69499, -1.93656], [3.30786, -0.98523, -0.94266], [3.07966, 0.62307, 0.72280], [-0.05474, 0.25666, -2.59742], [1.19758, 1.69201, -0.55435], [1.27956, -2.09453, -4.32810], [0.08817, -0.76883, -4.14191], [3.03724, -2.65395, -2.06879], [2.46096, 1.20487, 1.27269], [4.09418, -1.30639, -0.43474], [-0.16722, -2.35038, -3.43514]], "homo_energy_ha": -0.296, "gap_ev": 8.82, "charge": 0, "smiles": "Cc1ccc(O)cc1.CCc1ccccc1"}



(2)
{"formula": "C15H18O", "method": "ωB97M-V/def2-TZVPD", "symbols": ["C", "C", "C", "C", "C", "C", "C", "C", "O", "H", "H", "H", "H", "H", "H", "H", "H", "H", "H", "C", "C", "C", "C", "C", "C", "C", "H", "H", "H", "H", "H", "H", "H", "H"], "positions_angstrom": [[-0.50299, -1.55200, -0.87712], [-0.18198, -2.21717, -2.24462], [0.22039, -2.29887, 0.22760], [-0.39188, -2.90609, 1.30844], [1.61453, -2.16290, 0.30022], [0.35773, -3.30257, 2.41471], [2.37159, -2.58823, 1.37614], [1.72791, -3.14935, 2.47768], [2.47824, -3.38108, 3.58239], [-0.19233, -0.52811, -0.81010], [-1.57824, -1.71770, -0.76446], [-0.57222, -3.23089, -2.16323], [-1.45042, -3.11349, 1.32446], [2.13114, -1.64372, -0.49296], [-0.15667, -3.74302, 3.26401], [3.43655, -2.39701, 1.32701], [2.02331, -3.67551, 4.37524], [0.88830, -2.18906, -2.46216], [-0.61184, -1.66137, -3.08111], [-1.78476, 5.06477, -2.79320], [-1.47147, 1.82131, -0.84026], [-1.89724, 2.79425, -1.73041], [-0.42934, 2.09096, 0.03167], [-1.39952, 4.09996, -1.68886], [0.05027, 3.39070, 0.08109], [-0.41599, 4.39649, -0.74862], [-1.93076, 0.86666, -1.05364], [-2.58132, 2.55825, -2.53052], [-0.02251, 1.37908, 0.73294], [0.89778, 3.60875, 0.72125], [-2.39903, 4.54587, -3.52930], [-0.89363, 5.41033, -3.30151], [-0.05917, 5.41859, -0.69397], [-2.31903, 5.92305, -2.37724]], "homo_energy_ha": -0.307, "gap_ev": 9.17, "charge": 0, "smiles": "CCc1ccc(O)cc1.Cc1ccccc1"}